1.
A cluster of 5 separate species, C25H54F3N4O6S in total, computed with the ωB97M-V functional and the def2-TZVPD basis.

XYZ file:
```
93
Properties=species:S:1:pos:R:3:mulliken_spin:R:1
S -4.91 -0.93 -1.35 -0.006
F -4.21 0.54 0.83 -0.001
F -4.92 -1.56 1.31 0.000
F -6.42 -0.10 0.75 0.000
O -1.62 0.32 1.56 -0.053
O -4.56 0.27 -2.08 -0.001
O -3.89 -1.99 -1.29 -0.001
O 0.14 -0.80 1.35 -0.092
O 0.12 0.45 2.93 -0.012
O -6.23 -1.50 -1.67 0.001
N 0.20 -0.05 -2.62 -0.582
N 3.21 -3.79 2.52 -2.379
N -2.04 4.55 0.61 -0.121
N -0.49 -0.01 1.97 0.075
C -0.15 -2.46 -2.81 0.023
C 0.52 -1.43 -1.92 -0.838
C 1.30 -3.07 5.96 -0.016
C 2.82 -5.03 0.47 0.557
C 1.50 -3.03 4.45 -0.019
C 0.43 1.10 -1.69 0.291
C 4.21 -5.45 0.99 -0.173
C -1.35 -1.72 -3.46 -0.020
C 2.13 -4.42 1.64 0.319
C -2.52 4.06 -3.32 0.023
C -0.13 4.71 2.07 0.025
C 4.41 -4.81 2.25 0.743
C 3.47 -2.28 2.17 1.031
C 0.93 0.25 -3.93 -0.061
C -2.57 3.73 -1.82 -0.057
C -1.27 -0.27 -3.01 0.096
C -5.14 -0.37 0.54 0.000
C -2.13 4.85 -0.91 0.038
C -3.27 3.71 1.10 0.011
C -1.13 5.62 2.64 -0.006
C 2.52 0.05 -3.81 0.597
C 2.68 -3.96 3.97 0.228
C -1.96 5.87 1.43 0.013
C 3.24 0.54 -5.12 -0.146
C -0.77 3.76 1.03 -0.063
H 1.44 -4.11 6.23 0.001
H -1.56 0.48 -3.75 0.023
H 4.31 -5.57 3.01 0.165
H -0.74 6.59 2.94 -0.005
H -3.24 4.87 -3.43 0.002
H -1.71 5.14 3.43 -0.003
H -2.28 -2.23 -3.21 -0.013
H 2.99 -0.17 -5.91 0.011
H 4.29 -6.51 1.23 0.162
H -2.91 3.22 -3.89 -0.002
H 1.50 1.31 -1.67 -0.044
H 0.02 -1.33 -0.95 0.067
H 0.22 0.83 -0.66 0.039
H -1.84 -0.03 -2.11 0.007
H 0.36 -2.67 6.34 -0.003
H 3.60 -3.83 4.55 0.221
H -1.40 -1.54 -4.53 0.001
H 4.31 0.35 -5.01 -0.053
H 0.48 -2.93 -3.56 -0.017
H 0.55 -3.36 4.01 -0.009
H 1.58 -1.51 -1.69 0.656
H 1.45 -3.64 1.31 -0.003
H 3.01 1.56 -5.41 -0.039
H 2.31 -4.97 4.12 0.098
H 2.79 -4.24 -0.27 0.191
H -3.30 2.73 0.62 -0.002
H 0.74 1.27 -4.26 -0.017
H 4.08 -2.42 1.28 -0.034
H 0.48 -0.34 -4.73 -0.005
H 1.48 -2.00 4.12 0.043
H -1.62 4.46 -3.78 -0.014
H -2.94 5.56 -1.09 0.007
H -0.07 3.64 0.21 0.090
H 4.15 -1.88 2.93 0.165
H -3.27 3.72 2.19 0.005
H -3.02 6.09 1.56 0.008
H 0.72 5.26 1.66 -0.021
H 5.38 -4.38 2.51 0.183
H -1.99 2.85 -1.56 0.022
H -3.57 3.47 -1.46 0.001
H 2.23 -5.82 0.00 -0.114
H 5.05 -5.25 0.32 -0.532
H 2.13 -2.60 6.49 -0.006
H -1.75 6.69 0.75 0.011
H -0.28 -3.30 -2.12 0.050
H 2.49 -1.82 2.04 0.004
H -1.22 5.37 -1.23 0.023
H -4.06 4.30 0.64 0.003
H 2.89 0.67 -3.00 0.159
H -0.05 2.00 -2.07 0.016
H 2.79 -0.96 -3.49 0.059
H 0.23 4.02 2.83 0.006
H -1.09 2.82 1.50 0.012
H 1.68 -5.19 2.27 0.002
```

Summary:
Highest occupied orbital energy (spin up / spin down): -2.07 / -7.87 eV
Multiplicity: 2
Total charge: 0
HOMO-LUMO gap (spin up / spin down): 1.81 / 7.58 eV
⟨S²⟩: 0.750

2.
A cluster of 13 separate species, C25H54N20O13 in total, computed with the ωB97M-V functional and the def2-TZVPD basis.

XYZ file:
```
112
Properties=species:S:1:pos:R:3:lowdin_charge:R:1
O 0.57 -0.55 1.37 -0.008
O -1.07 -3.62 -2.11 0.025
O -3.11 1.52 -4.55 0.011
O 7.68 -1.37 5.05 0.039
O 2.04 -2.46 -0.02 -0.033
O 3.17 4.34 -0.03 0.006
O -4.17 -2.21 -2.14 0.020
O 3.87 -0.22 -4.16 0.031
O -2.28 3.02 -1.70 0.011
O 2.54 1.25 5.63 0.017
O -1.60 -4.59 0.45 0.024
O -6.70 0.82 0.82 0.006
O 3.68 -0.64 1.37 -0.015
N -2.56 3.47 2.92 0.153
N -1.39 2.96 -4.92 0.171
N -4.51 0.99 0.19 0.190
N -1.99 -2.60 1.47 0.177
N 1.82 0.47 -3.46 0.167
N 3.20 -0.60 -1.98 0.155
N 0.04 -3.66 1.72 0.151
N -1.54 0.96 -6.08 0.160
N 1.79 -4.44 -1.04 0.178
N 3.94 2.57 -1.22 0.163
N 2.94 2.27 0.84 0.174
N 0.66 -2.71 -3.29 0.168
N 3.90 -3.76 -0.44 0.187
N -6.11 -1.52 -1.16 0.153
N -5.14 -0.26 -2.79 0.165
N 1.48 -0.35 6.79 0.151
N 1.68 -0.48 4.46 0.173
N -1.53 -2.52 -4.03 0.170
N -5.45 2.61 1.52 0.156
N -6.24 2.77 -3.20 0.146
C -0.14 1.68 0.88 -0.028
C 2.56 -3.48 -0.49 -0.634
C -0.61 -0.09 -0.69 -0.008
C 5.89 -2.30 3.75 -0.020
C 3.35 3.13 -0.12 -0.682
C -1.34 0.81 -1.46 -0.017
C -1.23 -3.70 1.19 -0.677
C -1.53 2.10 -1.01 -0.335
C -5.63 1.42 0.87 -0.663
C 4.85 -2.09 2.86 -0.029
C 6.65 -1.21 4.17 -0.332
C -5.07 -1.38 -2.03 -0.696
C -5.18 4.60 -1.68 -0.061
C -0.92 2.19 4.48 -0.065
C -0.08 0.33 0.53 -0.311
C -1.82 2.93 3.61 -0.259
C -0.91 2.55 0.15 -0.011
C 3.06 -0.09 -3.26 -0.685
C 4.62 -0.82 2.34 -0.326
C 5.32 0.28 2.83 0.000
C -0.65 -3.04 -3.11 -0.660
C -5.76 3.55 -2.52 -0.266
C 6.30 0.07 3.79 0.001
C 1.89 0.22 5.62 -0.696
C -2.06 1.78 -5.11 -0.667
H -1.77 3.69 -4.35 0.104
H 1.69 0.14 7.63 0.102
H -1.18 -2.09 -4.86 0.078
H 3.08 1.27 0.79 0.059
H 6.19 -3.29 4.07 0.114
H -4.45 -0.18 -3.52 0.073
H 1.64 0.91 -4.34 0.093
H -0.05 2.72 4.87 0.088
H 4.60 -3.05 -0.32 0.105
H -0.73 1.21 -6.61 0.094
H 4.10 1.58 -1.29 0.061
H -2.61 2.63 -2.52 0.064
H 0.32 2.00 1.80 0.098
H 0.27 -2.95 2.39 0.072
H -6.65 -0.73 -0.82 0.070
H 4.10 -1.05 -1.86 0.098
H -4.70 5.33 -2.34 0.085
H -6.22 3.01 2.02 0.101
H -4.64 0.23 -0.46 0.054
H 7.60 -2.12 5.65 0.102
H -6.38 -2.38 -0.72 0.103
H 2.36 -1.01 -1.62 0.057
H 1.17 -1.04 0.79 0.033
H 6.92 0.91 4.05 0.124
H 5.08 1.27 2.47 0.114
H -3.74 1.62 0.08 0.067
H 4.32 3.13 -1.96 0.101
H -1.81 0.41 -2.36 0.111
H 4.16 -4.72 -0.59 0.105
H -1.07 3.58 0.43 0.120
H -4.63 3.18 1.46 0.053
H -2.15 0.21 -6.34 0.105
H -0.63 1.24 4.05 0.064
H 1.28 -3.26 -2.71 0.056
H 4.29 -2.92 2.44 0.105
H 1.97 0.03 3.65 0.086
H -0.50 -1.13 -0.97 0.112
H -0.71 3.25 -5.59 0.100
H -1.62 -1.80 1.95 0.077
H 1.00 -2.14 -4.04 0.089
H 2.15 -5.31 -1.40 0.120
H 1.19 -1.36 4.44 0.091
H 2.38 2.74 1.52 0.096
H 0.55 -4.50 1.54 0.091
H -1.52 1.87 5.34 0.090
H 1.12 0.54 -2.74 0.073
H -2.92 -2.53 1.10 0.106
H -4.37 4.13 -1.12 0.051
H 3.14 -1.42 1.19 0.046
H 0.82 -1.11 6.84 0.091
H -5.92 5.11 -1.08 0.083
H -2.50 -2.74 -3.89 0.086
H -5.96 0.32 -2.89 0.070
H 0.77 -4.38 -1.13 0.096
```

Summary:
Highest occupied orbital energy: -8.32 eV
Total charge: 0
HOMO-LUMO gap: 8.28 eV

Ordered total energy results: -2352.75737, -3058.65183; unit hartree.
Ordered max |F| results: 6.1, 1.8; unit eV Å⁻¹.